81
Properties=species:S:1:pos:R:3 method="wB97M-V/def2-TZVPD" energy_ev=-127779.7936 s_squared=6.022 spin_multiplicity=5 e_above_lowest_kcal_mol=48.23 charge=+2
Pt 1.3262 -2.7027 -1.1867
C -1.3253 -1.8400 1.6774
C -0.9485 -2.7438 0.6958
C 0.9598 -2.0693 1.8798
C -0.1498 -1.4288 2.4052
C 0.5317 -2.9940 0.7888
C -2.7113 -1.4241 2.0090
H -3.4109 -1.7176 1.2198
H -2.7856 -0.3404 2.1459
H -3.0565 -1.8874 2.9443
C -0.2004 -0.5005 3.5692
H -1.0749 -0.7119 4.2060
H -0.2680 0.5509 3.2478
H 0.7045 -0.5940 4.1826
C 2.3504 -1.8384 2.2952
H 2.4878 -2.0307 3.3745
H 2.6190 -0.7836 2.1112
H 3.0459 -2.4697 1.7353
C 1.0548 -4.4052 0.8128
H 0.2406 -5.1340 0.7609
H 1.6594 -4.5962 1.7175
H 1.7167 -4.5561 -0.0731
C -1.7989 -3.2942 -0.3686
H -2.4375 -4.1137 -0.0061
H -1.1848 -3.6692 -1.2049
H -2.4804 -2.5199 -0.7573
C -2.1265 2.7005 0.7984
C -3.1473 1.8695 0.5353
C -3.8316 1.5656 -0.7533
C -3.0895 1.9176 -2.0787
C -2.0110 0.8816 -2.2300
C -0.8695 1.1408 -1.3643
C -0.4018 2.4303 -1.0584
C -1.1143 3.3422 -0.1447
H -4.8380 2.0223 -0.7746
H -2.6608 2.9266 -2.0288
H -4.0325 0.4783 -0.7377
H -1.5910 4.1888 -0.6880
H -2.0115 3.0469 1.8244
H -3.6462 1.4162 1.4076
H -0.3346 3.8125 0.4895
H 1.7962 1.6561 0.3366
H -0.5443 0.2891 -0.7376
H 0.5851 2.7646 -1.4000
H -3.8311 1.9585 -2.8984
H -2.4345 -0.1348 -2.2609
P -0.2861 0.4201 -3.3555
C 0.0238 2.0485 -4.1136
C -1.1976 -0.3512 -4.7022
P 1.7640 -2.0727 -3.0567
C 1.4199 -0.2431 -3.2454
C 0.8880 -2.9900 -4.3892
C 3.5272 -2.1372 -3.5690
H 0.9187 2.5165 -3.6953
H -0.8367 2.7140 -3.9856
H 0.1805 1.8930 -5.1909
H -0.9209 0.1514 -5.6371
H -2.2731 -0.2121 -4.5540
H -0.9878 -1.4130 -4.8134
H 3.6508 -1.8454 -4.6219
H 3.8997 -3.1532 -3.4159
H 4.0800 -1.4345 -2.9307
H 1.8357 0.2102 -2.3287
H 1.9966 0.1671 -4.1024
H 1.2552 -4.0262 -4.3922
H 1.0510 -2.5506 -5.3775
H -0.1840 -3.0165 -4.1673
Br -0.2979 4.5147 3.4160
C 0.9408 3.2988 4.1858
C 0.9402 3.1273 5.5733
C 1.8643 2.2590 6.1686
C 2.7709 1.5517 5.3753
C 2.7523 1.6902 3.9935
C 1.8544 2.5761 3.3859
C 1.8525 2.7340 1.9082
O 1.8870 3.7789 1.2834
O 1.8295 1.4949 1.3019
H 0.2298 3.6716 6.1842
H 1.8798 2.1521 7.2545
H 3.5066 0.8813 5.8342
H 3.4555 1.1355 3.3606